A molecular structure, C23H21Cl2N2O4Zn in a non-equilibrium geometry. Source: OMol25; level of theory: ωB97M-V/def2-TZVPD.

Net charge ... -1
Highest occupied orbital energy ... -4.71 eV
Gap between HOMO and LUMO ... 6.13 eV
ΔE to the lowest compared entry with this formula, charge and spin ... 0.000 eV

Atoms and positions in Å:
C 4.3822 -3.6587 -1.9578
O 4.4778 -3.3892 -0.5819
C 3.4242 -2.6562 -0.0487
C 3.4482 -2.3744 1.3259
C 2.4231 -1.6964 1.9316
C 1.3026 -1.2920 1.1942
C 0.1301 -0.7203 1.8459
C -1.1584 -1.1069 1.6522
C -2.2196 -0.3439 2.3044
O -1.9597 0.6138 3.0096
N -3.5477 -0.7307 2.0965
C -4.5784 0.0172 2.7691
C -3.9223 -1.8131 1.2950
O -5.0906 -2.1213 1.1457
N -2.9044 -2.5429 0.6779
C -3.2737 -3.6851 -0.1219
C -1.5425 -2.2809 0.8629
O -0.7247 -3.0364 0.3733
C 1.3161 -1.5111 -0.1890
C 2.3401 -2.1819 -0.7954
H 5.2794 -4.1989 -2.2584
H 3.5089 -4.2798 -2.1553
H 4.3242 -2.7250 -2.5158
H 4.2798 -2.7414 1.9030
H 2.4457 -1.5104 2.9926
H 0.2853 0.0757 2.5573
H -5.5530 -0.4118 2.5366
H -4.4038 -0.0220 3.8429
H -4.5418 1.0552 2.4428
H -2.3812 -4.1507 -0.5394
H -3.7964 -4.4063 0.5034
H -3.9269 -3.3637 -0.9310
H 0.4699 -1.1875 -0.7689
H 2.2765 -2.4016 -1.8452
Cl -3.6707 5.1993 0.3073
Zn -1.4864 4.9408 0.5515
Cl -0.6384 3.8414 2.2599
C -0.8823 4.2207 -1.2633
C -1.3904 2.8274 -1.1143
C -0.4487 1.8953 -1.3210
C 0.8126 2.5865 -1.6295
C 0.5599 3.9624 -1.5664
C 1.5805 4.8638 -1.8061
C 2.8380 4.3854 -2.1258
C 3.0807 3.0238 -2.2046
C 2.0753 2.1107 -1.9588
H -1.3795 4.7597 -2.0767
H -2.4010 2.6048 -0.8026
H -0.5872 0.8310 -1.2524
H 1.3900 5.9211 -1.7508
H 3.6390 5.0796 -2.3197
H 4.0660 2.6740 -2.4641
H 2.2537 1.0508 -2.0166